Record 1
Density functional theory data (ωB97M-V/def2-TZVPD) for C3H8O3 as an isolated structure at a distorted geometry.

Cartesian coordinates (Å):
C 1.31415 0.01230 -0.70359
C -0.82317 1.23863 0.93637
C -0.61609 -1.42484 -0.53201
O 1.56282 1.11125 0.07447
O 0.87455 0.88639 1.32700
O -0.11334 -0.14197 -0.90289
H 1.74480 0.22473 -1.68659
H 1.72055 -0.89051 -0.22577
H -1.12237 0.89557 1.92028
H -0.60812 2.29684 0.83951
H -1.66581 1.03944 0.27551
H -1.66391 -1.44291 -0.82828
H -0.07385 -2.22525 -1.04039
H -0.53021 -1.57966 0.54638

Values from the calculation:
- Total charge: 0
- Maximum force: 3.9 eV/Å
- HOMO: -9.78 eV
- E_tot: -9377.206 eV
- HOMO-LUMO gap: 10.62 eV



Record 2
Density functional theory data (ωB97M-V/def2-TZVPD) for C25H34ClGeN3O4Ti as an isolated structure.

Cartesian coordinates (Å):
Ti -1.98571 -0.62458 -2.54301
C -3.04429 -4.11337 -1.70722
C -2.79396 -3.18380 -0.55827
C -2.78260 -3.75499 0.71755
C -2.74132 -2.96921 1.84237
C -2.79542 -1.58981 1.67909
C -2.80427 -1.07372 0.40450
N -2.70340 -1.84042 -0.71758
C -2.97996 0.37151 0.17514
C -3.53894 1.21982 1.11993
C -3.71959 2.55401 0.80351
C -3.32748 3.01507 -0.44420
C -2.78660 2.11592 -1.34120
N -2.63245 0.80823 -1.04402
C -2.35349 2.47269 -2.70131
C -2.26626 3.75675 -3.19853
C -1.86564 3.93554 -4.51794
C -1.60566 2.82887 -5.30696
C -1.72524 1.57400 -4.73549
C -1.57155 0.29577 -5.50335
N -2.04792 1.39995 -3.45175
H -3.63379 -4.95234 -1.34220
H -2.12460 -4.51806 -2.11985
H -3.60297 -3.63020 -2.50586
H -2.83659 -4.83191 0.79593
H -2.72750 -3.41018 2.83015
H -2.84813 -0.93938 2.53897
H -3.87164 0.83714 2.07263
H -4.17742 3.22769 1.51568
H -3.46734 4.05022 -0.71747
H -2.50736 4.61070 -2.58309
H -1.78730 4.93170 -4.93272
H -1.33945 2.93462 -6.35004
H -2.92634 -1.15723 -5.18808
H -0.52140 0.02620 -5.62702
H -2.03355 0.35325 -6.48669
O 0.88886 -3.03244 -2.41683
Cl 0.08519 -2.24831 -3.28239
O -2.20336 -0.73525 -4.70999
O -0.03466 -0.79142 -2.66816
O -1.37945 -2.58691 -3.10868
C 6.30783 0.00836 0.71938
C 4.83128 -0.32919 0.62012
C 4.31983 -1.33930 1.64434
C 2.78305 -1.38824 1.58284
Ge 2.38606 0.48792 1.29579
C 2.33112 1.88220 2.63976
C 1.90564 1.41997 4.04068
C 2.93897 0.54613 4.74156
C 2.51733 0.17353 6.15697
H 6.60732 0.74970 -0.01835
H 6.88387 -0.90010 0.53526
H 6.56439 0.37459 1.71272
H 4.55649 -0.62991 -0.39402
H 4.29352 0.67740 0.77178
H 4.64829 -1.04372 2.64202
H 4.75379 -2.31951 1.44554
H 2.32210 -1.78801 2.48441
H 2.43342 -1.95690 0.72105
H 1.82940 0.88391 -0.07918
H 1.66741 2.64871 2.23393
H 3.32874 2.33183 2.67673
H 0.93935 0.90518 4.00543
H 1.74001 2.31947 4.63801
H 3.89364 1.08023 4.76855
H 3.11152 -0.36817 4.16321
H 2.38213 1.06526 6.76938
H 3.26825 -0.44863 6.64044
H 1.57583 -0.37883 6.15606

Values from the calculation:
- Total charge: +3
- Maximum force: 0.5 eV/Å
- HOMO (alpha / beta): -17.12 / -17.13 eV
- E_tot: -131262.805 eV
- HOMO-LUMO gap (alpha / beta): 7.84 / 7.87 eV
- 2S+1: 2



> maximum force of number 1 (C3H8O3)?

3.9 eV/Å



> What is the maximum force in the second record?

0.5 eV/Å